*w*
# C3H10N4

A structure of composition C3H10N4 (ωB97M-V/def2-TZVPD, the Open Molecules 2025 dataset).

Last column: Löwdin charge in e.
Element x y z (Å)
1 C 1.87683 0.67698 1.14675  -0.119
2 N 0.82675 -0.15375 0.58299  -0.142
3 N -0.16479 0.59144 0.08636  -0.070
4 C -1.41642 -0.02981 -0.11042  -0.478
5 N 1.53272 -0.48622 -1.11106  0.047
6 N -1.54123 -1.27400 0.47497  0.103
7 C -2.32815 0.54720 -0.90522  0.007
8 H 0.19193 1.08466 -0.76753  0.135
9 H 0.88103 -1.20974 -1.42166  0.022
10 H 2.46748 -0.87907 -1.23330  0.017
11 H -2.48318 -1.57270 0.66451  0.093
12 H -0.87656 -1.45099 1.21364  0.075
13 H 2.72318 0.04013 1.38911  0.074
14 H 1.48932 1.12071 2.06789  0.082
15 H 2.19785 1.46586 0.46123  0.073
16 H -3.28120 0.08152 -1.09094  0.040
17 H -2.09556 1.44777 -1.44730  0.040

Computed properties:
orbital gap = 8.7 eV
spin multiplicity = 1

=====

*x*
# C3H10N4

The molecule C3H10N4 (ωB97M-V/def2-TZVPD, the Open Molecules 2025 dataset).

Last column: Löwdin charge in e.
Element x y z (Å)
1 C -0.75486 0.25645 0.83294  -0.531
2 C 1.76951 -0.23167 0.07746  -0.028
3 N -1.80625 0.01859 -0.05291  -0.010
4 N 0.37230 0.03233 -0.29713  -0.103
5 N -0.71939 1.52004 1.46382  0.069
6 C -0.38703 -1.07923 -1.03995  -0.347
7 N -0.37499 -1.22955 -2.30531  0.053
8 H -2.58401 -0.45652 0.39373  0.037
9 H 0.30198 0.86484 -0.88323  0.154
10 H -0.48197 -0.51428 1.57657  0.140
11 H -1.07945 2.26983 0.89050  0.077
12 H 0.08764 1.75664 2.02508  0.070
13 H -0.25903 -0.35434 -2.81343  0.027
14 H -0.42023 -1.95420 -0.39568  0.118
15 H 2.37944 -0.36855 -0.81441  0.093
16 H 2.15057 0.60749 0.66233  0.088
17 H 1.80577 -1.13786 0.67961  0.092

Computed properties:
orbital gap = 8.2 eV
spin multiplicity = 1

=====

*y*
# C3H10N4

A cluster of 3 separate species, C3H10N4 in total (ωB97M-V/def2-TZVPD, the Open Molecules 2025 dataset).

Last column: Löwdin charge in e.
Element x y z (Å)
1 C -1.29176 -0.60239 1.73367  -0.133
2 N -0.38369 0.22165 0.95067  -0.082
3 N -0.98323 0.16489 -0.87726  -0.041
4 N -1.85019 0.97645 -1.07786  -0.031
5 H -0.40275 1.20169 1.22560  0.104
6 H -1.75461 1.94195 -0.72338  0.066
7 H -2.31626 -0.23601 1.64086  0.069
8 H -1.01150 -0.61433 2.79266  0.075
9 H -1.24768 -1.62041 1.34648  0.078
10 N 1.98059 -0.72179 0.09983  0.006
11 C 1.66957 -0.50999 -1.15463  -0.332
12 C 0.95071 0.62710 -1.57779  -0.100
13 H 0.62991 -0.17914 0.88235  0.055
14 H 2.37612 -1.64221 0.26325  0.043
15 H 1.77985 -1.30773 -1.89787  0.104
16 H 0.81688 0.76917 -2.64433  0.058
17 H 1.03804 1.53108 -0.98224  0.059

Computed properties:
orbital gap (spin up / spin down) = 7.6 / 7.2 eV
spin multiplicity = 1

=====

Each structure's energy above the most stable one, in eV: *w* 0.566; *x* 0.000; *y* 2.263.